(1)
8 unconnected molecules or ions with the total composition C34H51ClFN8O3PSi at a distorted geometry, computed with ωB97M-V with the def2-TZVPD basis set.

Computed properties:
HOMO level: -8.1 eV
Lowest unoccupied orbital energy: 0.00275 hartree
SMILES string: CC[C@H](Cl)[Si@@](F)(C[C@H](O)CN)P(O)O.c1cc[nH]c1.c1cc[nH]c1.c1cc[nH]c1.c1cc[nH]c1.c1cc[nH]c1.c1cc[nH]c1.c1cc[nH]c1

Geometry as XYZ:
```
100
Properties=species:S:1:pos:R:3:forces:R:3
C 0.104769 -1.541824 -0.699691 0.23 -1.00 0.15
C -0.625473 -2.272157 -1.891771 -0.99 0.44 0.95
C -0.626734 -3.843783 -1.793840 0.00 0.37 -1.03
Cl -1.413128 -4.473851 -0.256361 0.42 0.44 -0.67
Si 1.080804 -4.664790 -2.139941 -0.34 -0.64 -1.55
F 0.708931 -6.262723 -2.596524 0.68 2.19 0.89
C 2.010737 -3.912631 -3.620807 0.07 -0.18 0.17
C 2.610648 -2.484983 -3.378811 0.66 0.37 -0.86
O 2.959127 -1.977349 -4.696940 -0.66 -0.29 0.25
C 3.959846 -2.449957 -2.520142 -0.41 1.08 -0.21
N 4.834715 -1.390255 -3.141395 -0.09 -0.47 0.71
P 2.326234 -4.878014 -0.308954 -0.14 -1.60 2.22
O 2.304512 -3.458446 0.618116 0.99 -0.90 -1.34
O 3.909430 -5.364592 -0.703520 -1.02 1.13 -0.42
H -0.037572 -2.166769 0.226036 0.13 0.57 -0.87
H 1.217442 -1.518059 -0.855339 -1.02 0.30 0.17
H -0.318273 -0.539817 -0.452490 0.49 -0.64 -0.57
H -1.702909 -1.947805 -1.842066 0.94 -0.38 -0.18
H -0.274614 -1.944723 -2.906393 -0.08 -0.45 0.89
H -1.290105 -4.207466 -2.629675 0.59 0.19 0.85
H 2.879783 -4.592426 -3.854005 -0.83 0.53 0.22
H 1.342169 -3.952426 -4.526508 0.65 0.36 0.80
H 1.898265 -1.740889 -2.948368 0.32 -0.83 -0.02
H 2.455430 -1.176102 -4.871002 0.07 -0.15 0.01
H 4.469570 -3.441307 -2.547873 -0.31 0.83 0.13
H 3.721152 -2.116110 -1.467857 0.03 -0.96 -0.78
H 4.357390 -0.489022 -3.069398 0.18 -0.33 -0.09
H 5.700826 -1.276741 -2.614665 -0.27 -0.23 0.04
H 2.759996 -3.705871 1.438628 -0.33 0.18 -0.01
H 3.893350 -6.321941 -0.561982 0.10 0.23 0.20
C -0.242401 -0.957835 4.613473 0.19 0.00 -0.12
C -1.476164 -1.481603 5.074982 -0.18 -0.13 -0.02
C -2.069632 -2.123623 4.015288 -0.05 0.04 -0.08
N -1.243555 -2.002409 2.933516 0.05 0.02 0.12
C -0.125288 -1.298160 3.289462 -0.02 0.02 -0.03
H 0.478350 -0.396231 5.186254 -0.03 -0.03 -0.03
H -1.883618 -1.397993 6.071507 0.02 0.09 -0.04
H -3.006173 -2.652962 3.938734 0.03 0.05 -0.01
H -1.428117 -2.374212 2.016887 0.02 -0.03 0.05
H 0.654256 -1.099369 2.571347 -0.03 0.01 0.04
C 2.843053 1.823008 -1.121164 0.06 -0.14 -0.09
C 2.058624 2.860769 -0.556900 -0.10 0.11 0.00
C 1.004630 3.083382 -1.406053 -0.05 0.07 -0.01
N 1.125559 2.222181 -2.462523 0.05 -0.06 0.11
C 2.239524 1.445497 -2.293604 0.03 -0.02 -0.04
H 3.748126 1.399008 -0.713705 -0.05 -0.05 -0.04
H 2.245065 3.386091 0.366613 -0.05 -0.02 -0.04
H 0.182056 3.778780 -1.350761 0.05 -0.02 0.04
H 0.492805 2.167448 -3.240737 0.02 0.01 0.04
H 2.508458 0.695942 -3.020587 0.00 0.06 0.02
C 7.981595 0.880202 1.145915 -0.10 -0.11 -0.13
C 8.107812 1.887919 2.135033 -0.07 0.15 0.10
C 6.974107 2.658504 2.080961 0.01 0.04 0.00
N 6.170370 2.156731 1.093458 0.08 -0.07 0.06
C 6.774684 1.069348 0.521910 -0.02 0.00 -0.05
H 8.693892 0.103219 0.917737 -0.04 0.03 0.01
H 8.935668 2.032086 2.810978 -0.05 0.00 -0.03
H 6.671586 3.517953 2.656845 0.04 -0.04 -0.02
H 5.275283 2.528342 0.829771 0.05 -0.01 0.01
H 6.295651 0.527017 -0.277625 0.05 0.01 0.03
C -2.318402 -6.571603 7.034541 0.18 0.03 -0.04
C -3.707073 -6.288664 7.053620 -0.18 0.08 -0.03
C -3.863881 -4.987551 6.646465 0.01 0.03 0.02
N -2.622236 -4.473838 6.386868 -0.11 -0.09 0.05
C -1.675371 -5.433633 6.615757 0.03 0.05 0.02
H -1.843228 -7.503698 7.296629 -0.02 0.05 -0.02
H -4.502087 -6.961903 7.333228 0.03 0.04 -0.02
H -4.748941 -4.384812 6.520656 0.02 -0.05 0.03
H -2.434238 -3.534629 6.074682 0.10 -0.19 -0.01
H -0.629025 -5.224578 6.462754 -0.05 -0.02 0.01
C -2.294812 6.919881 -3.565985 -0.05 0.17 -0.05
C -1.510596 5.761612 -3.332653 0.16 -0.11 0.02
C -0.194038 6.146573 -3.364792 0.11 -0.04 -0.02
N -0.154615 7.490972 -3.613336 -0.16 -0.09 0.05
C -1.430409 7.971821 -3.732167 0.00 0.02 -0.03
H -3.371346 6.976685 -3.606323 0.05 0.03 -0.01
H -1.870488 4.758810 -3.159666 0.01 0.04 -0.01
H 0.715034 5.581329 -3.233947 -0.05 0.01 0.00
H 0.681746 8.040628 -3.694886 -0.04 -0.03 0.02
H -1.612163 9.016464 -3.925065 -0.03 -0.06 0.01
C -5.565865 0.144248 -1.861013 -0.18 -0.01 -0.03
C -4.266739 -0.379479 -1.641340 0.13 -0.14 0.02
C -4.413214 -1.690051 -1.261680 0.05 -0.05 0.04
N -5.751058 -1.974710 -1.239801 0.05 0.12 -0.07
C -6.460800 -0.864359 -1.608496 -0.03 0.01 0.03
H -5.817009 1.146449 -2.170143 0.00 -0.05 0.02
H -3.329658 0.144645 -1.749637 -0.04 -0.02 0.02
H -3.683312 -2.441817 -1.004913 -0.06 0.03 0.03
H -6.150423 -2.862004 -0.991954 0.03 0.04 -0.02
H -7.537249 -0.887304 -1.657784 0.05 0.03 0.00
C -3.493931 6.817440 1.226818 0.10 -0.01 -0.13
C -4.736339 6.302125 1.677067 -0.16 -0.09 -0.02
C -5.324869 5.666641 0.613430 -0.06 0.01 0.01
N -4.486085 5.783036 -0.462622 0.04 0.02 0.13
C -3.365899 6.478518 -0.096487 0.10 0.07 0.00
H -2.774273 7.372898 1.807121 -0.03 -0.03 -0.03
H -5.151972 6.386725 2.668711 0.01 -0.01 -0.05
H -6.264277 5.144736 0.529025 0.04 0.03 0.03
H -4.664826 5.414388 -1.378937 0.02 0.02 0.04
H -2.578553 6.671803 -0.807217 -0.04 0.01 0.04
```
Positions in Å, forces in eV/Å.

(2)
7 unconnected molecules or ions with the total composition C34H51ClIO23P, computed with ωB97M-V with the def2-TZVPD basis set.

Computed properties:
HOMO level: -9.0 eV
Lowest unoccupied orbital energy: 0.01347 hartree
SMILES string: CC(=O)OCCCCCC[C@@H]1OC(=O)[C@](C[C@@H](C)I)(P(O)Cl)[C@H]1C.O=C1OCCO1.O=C1OCCO1.O=C1OCCO1.O=C1OCCO1.O=C1OCCO1.O=C1OCCO1

Geometry as XYZ:
```
111
Properties=species:S:1:pos:R:3:forces:R:3
C 8.140366 1.015543 0.888213 -0.05 0.25 -0.14
C 7.192172 -0.140584 0.968290 0.07 -0.53 0.25
O 7.300000 -1.054817 1.745991 -0.01 0.29 0.03
O 6.185991 -0.126657 0.051713 -0.06 0.54 -0.10
C 4.868226 0.145609 0.586869 -0.14 -0.39 0.00
C 3.876661 -0.865799 0.025222 0.35 0.10 -0.18
C 3.405453 -0.532684 -1.401288 -0.14 0.34 0.10
C 1.921691 -0.829822 -1.722864 0.36 -0.26 -0.19
C 1.271638 -1.969279 -0.926126 -0.40 0.04 0.13
C 0.458539 -1.524634 0.311565 0.28 -0.21 -0.26
C -1.020885 -1.179819 0.041200 -0.41 0.07 0.42
O -1.326077 -1.011086 -1.357766 0.57 -0.11 -0.03
C -1.168451 0.291763 -1.689511 -0.23 0.05 0.00
O -1.035010 0.657248 -2.820426 -0.08 -0.04 0.19
C -1.326462 1.178816 -0.430103 -0.39 -0.26 -0.34
C -2.568546 2.059195 -0.767904 0.18 0.49 0.09
C -2.847336 3.332789 0.054223 -0.20 -0.01 -0.23
C -2.207510 4.619627 -0.504683 -0.24 -0.15 -0.07
I -5.009616 3.614269 0.022947 0.07 0.04 0.16
P 0.321261 1.883920 0.097126 -0.06 -0.04 -0.08
O -0.142409 2.998264 1.199695 0.24 0.12 0.02
Cl 0.834439 3.105865 -1.502756 -0.04 -0.01 0.02
C -1.583563 0.106555 0.672582 0.46 -0.01 0.56
C -3.037275 -0.053969 1.105502 0.09 0.24 -0.51
H 8.360479 1.394954 1.886839 0.01 -0.15 -0.04
H 9.085221 0.699007 0.444390 -0.02 -0.04 0.02
H 7.723380 1.821470 0.287424 0.06 -0.06 0.01
H 4.600814 1.168216 0.303342 0.01 -0.04 0.04
H 4.903655 0.075639 1.677449 0.06 -0.04 -0.06
H 3.044800 -0.949011 0.724661 -0.03 0.05 -0.05
H 4.409388 -1.819709 0.019742 -0.22 -0.11 0.18
H 4.049116 -1.020761 -2.136651 0.00 -0.09 0.13
H 3.559236 0.542421 -1.553484 0.00 -0.07 -0.09
H 1.855872 -1.078968 -2.785250 -0.03 0.13 0.04
H 1.363046 0.098644 -1.613238 -0.12 -0.08 0.06
H 2.023409 -2.685982 -0.587039 0.07 0.06 -0.10
H 0.596161 -2.515927 -1.587412 0.07 -0.06 0.04
H 0.459683 -2.362100 1.013265 -0.04 0.12 0.11
H 0.968949 -0.700301 0.809444 -0.09 0.05 -0.01
H -1.602631 -2.011616 0.439933 -0.21 -0.06 -0.54
H -2.540376 2.337398 -1.824155 0.16 0.01 0.06
H -3.437037 1.417347 -0.658487 0.13 -0.10 -0.15
H -2.630702 3.189549 1.107537 -0.03 -0.04 -0.01
H -2.961458 5.358917 -0.771713 0.07 -0.01 0.07
H -1.549981 5.107214 0.218319 0.05 0.01 -0.03
H -1.660129 4.395439 -1.418800 0.16 0.04 0.09
H -0.237670 3.876434 0.809447 -0.16 0.00 0.04
H -1.009825 0.301127 1.588254 -0.03 0.16 -0.08
H -3.671873 -0.262737 0.240129 -0.02 -0.29 0.13
H -3.397269 0.878782 1.541328 -0.06 -0.17 0.20
H -3.111371 -0.864678 1.826564 -0.08 0.09 0.08
O 3.961955 -6.434631 2.343281 -0.05 -0.04 -0.02
C 4.949500 -5.775356 2.273251 0.05 -0.01 -0.02
O 5.120339 -4.745892 1.416175 0.03 0.04 0.00
C 6.342980 -4.067732 1.752874 0.06 0.12 0.03
C 7.112373 -5.152824 2.477667 0.08 0.03 -0.06
O 6.059337 -5.963621 3.019532 0.02 0.01 0.02
H 6.830578 -3.706946 0.852649 -0.10 -0.04 -0.07
H 6.109157 -3.218173 2.391730 0.01 0.00 -0.01
H 7.708457 -5.767128 1.800515 -0.02 0.00 -0.01
H 7.745764 -4.776637 3.275517 -0.10 -0.04 0.10
O -8.210480 5.109953 0.065812 0.02 0.02 0.03
C -8.700733 4.070582 -0.237815 0.00 -0.04 0.00
O -9.525400 3.345858 0.551932 -0.04 0.01 -0.04
C -10.080601 2.279677 -0.230779 -0.04 -0.06 0.01
C -9.053728 2.122819 -1.333062 -0.02 -0.12 -0.01
O -8.503177 3.444165 -1.419294 0.01 -0.02 -0.03
H -10.200759 1.388428 0.373209 0.08 0.05 0.12
H -11.052904 2.598197 -0.613619 0.01 0.01 -0.02
H -8.258122 1.426602 -1.064398 0.01 0.02 0.03
H -9.480529 1.831312 -2.287791 0.01 0.11 -0.04
O 6.162547 -4.864894 -4.148276 0.04 0.04 -0.04
C 5.484815 -5.447028 -3.366948 -0.04 -0.02 0.02
O 4.536009 -6.356094 -3.693102 -0.01 -0.02 0.00
C 4.098982 -7.007109 -2.493969 0.01 -0.04 0.05
C 4.443888 -5.983458 -1.430873 -0.15 -0.07 0.05
O 5.552924 -5.296309 -2.023661 0.01 0.00 0.05
H 3.038203 -7.232505 -2.554791 -0.01 0.08 -0.11
H 4.660123 -7.935809 -2.376963 0.02 0.01 0.01
H 3.636786 -5.269480 -1.262926 0.00 0.01 0.01
H 4.734113 -6.418440 -0.481320 0.09 0.02 -0.01
O 9.929550 3.131912 -0.479268 0.09 0.10 0.01
C 9.811198 2.702514 -1.579530 -0.08 -0.06 0.01
O 8.959294 3.188633 -2.510088 0.01 0.03 -0.04
C 9.240165 2.552147 -3.761388 0.02 -0.03 -0.10
C 9.902879 1.260795 -3.319711 -0.05 -0.05 -0.08
O 10.488751 1.637640 -2.067498 0.01 -0.03 -0.02
H 8.319243 2.402283 -4.317383 -0.07 0.03 0.10
H 9.912365 3.191770 -4.335358 0.02 -0.01 0.01
H 9.181397 0.461882 -3.142339 -0.02 0.02 0.01
H 10.673093 0.908693 -3.999788 0.09 0.04 0.08
O -1.865399 0.606058 3.820113 0.10 -0.07 0.16
C -2.124641 1.687804 4.236681 0.02 0.06 -0.14
O -2.925334 2.572522 3.597496 -0.04 0.03 -0.01
C -3.188006 3.669463 4.478915 -0.03 0.08 0.07
C -2.000413 3.604640 5.422123 -0.01 0.11 0.00
O -1.663907 2.212135 5.391244 -0.01 0.01 0.02
H -3.251029 4.594661 3.912974 0.03 -0.06 -0.10
H -4.136498 3.489903 4.986800 0.01 -0.01 0.01
H -1.146189 4.176785 5.057069 0.00 -0.01 -0.02
H -2.232563 3.908123 6.438856 0.00 -0.12 0.04
O -11.261201 -0.553385 -0.585402 0.04 0.01 -0.03
C -12.424594 -0.323419 -0.505290 -0.03 -0.03 -0.01
O -13.192435 -0.600574 0.569603 -0.02 0.00 0.03
C -14.468187 0.026055 0.391664 -0.09 0.05 0.00
C -14.542876 0.172398 -1.116810 -0.11 -0.01 0.02
O -13.159322 0.263044 -1.477074 -0.02 0.02 -0.02
H -15.251102 -0.599136 0.810775 0.08 -0.09 0.02
H -14.458339 0.988969 0.904427 0.01 0.01 -0.02
H -14.972411 -0.705373 -1.601352 0.01 -0.01 0.02
H -15.072074 1.062448 -1.444571 0.11 0.05 -0.03
```
Positions in Å, forces in eV/Å.